(1)
DFT (ωB97M-V with the def2-TZVPD basis set) results for the ion C4H13N2Si with charge +1.

SMILES = CNC/C([SiH3])=[NH+]/C
Relative energy (zero: lowest compared OMol25 entry of this formula, charge and spin) = 76.7 kcal per mole
Total charge = +1
Gap between HOMO and LUMO = 9.045 eV
Electronic energy = -558.8825 Ha
HOMO = -13.30 eV

Structure (XYZ):
```
20
Properties=species:S:1:pos:R:3:forces:R:3:mulliken_charge:R:1
C -2.628 -1.222 -0.496 0.075 -1.710 1.429 -0.885
N -1.557 -0.863 0.481 -2.390 -0.667 1.663 -0.381
C -0.230 -1.137 0.102 0.839 -1.470 0.713 -0.392
C 0.588 0.075 0.240 2.119 0.555 0.850 0.150
Si 2.503 -0.250 0.569 -1.406 -0.784 -0.420 0.350
N 0.067 1.228 0.037 0.674 -1.207 -0.051 -0.064
C 0.896 2.351 -0.314 -0.750 1.891 -0.783 -1.102
H -2.833 -2.356 -0.571 0.780 1.670 -0.442 0.298
H -3.579 -0.827 -0.195 -0.349 0.424 0.528 0.310
H -2.385 -0.684 -1.386 0.175 -0.338 -0.988 0.367
H -1.695 -1.263 1.474 -0.199 0.923 -2.374 0.253
H -0.059 -1.309 -1.009 -0.418 -0.548 1.071 0.365
H 0.178 -2.002 0.760 -0.074 1.171 -1.570 0.334
H 2.381 -1.295 -0.532 0.911 0.050 0.928 -0.007
H 3.162 0.919 0.070 0.670 0.439 -0.031 -0.071
H 2.700 -0.524 2.069 -0.188 -0.076 -1.259 0.019
H -0.932 1.187 0.012 -1.200 0.481 -0.255 0.294
H 0.351 3.218 -0.751 -0.074 -0.811 0.675 0.335
H 1.594 2.078 -1.066 0.471 -0.486 -0.761 0.406
H 1.477 2.676 0.507 0.331 0.494 1.076 0.421
```
Forces are in eV/Å.

(2)
DFT (ωB97M-V with the def2-TZVPD basis set) results for an isolated molecule of C4H13N3.

SMILES = NCCNCCN
Relative energy (zero: lowest compared OMol25 entry of this formula, charge and spin) = 41.6 kcal per mole
Gap between HOMO and LUMO = 9.468 eV
Electronic energy = -324.4086 Ha
HOMO = -8.51 eV

Structure (XYZ):
```
20
Properties=species:S:1:pos:R:3:forces:R:3:mulliken_charge:R:1
N -2.181 0.674 -1.338 -1.451 0.960 -0.535 -0.456
C -0.985 1.567 -1.379 -0.961 -1.694 -1.869 -0.746
C 0.130 0.566 -1.302 1.328 1.774 -1.761 -0.451
N 0.099 -0.130 -0.079 1.211 -1.282 -0.914 -0.159
C 1.416 -0.619 0.267 -1.003 -1.750 2.381 -0.524
C 1.339 -1.119 1.822 -0.259 -0.359 -1.378 -0.721
N 0.032 -1.635 2.278 0.916 2.088 0.923 -0.566
H -2.790 0.810 -2.177 0.686 0.018 1.330 0.204
H -2.752 0.759 -0.499 0.144 0.065 -0.378 0.170
H -1.013 2.021 -2.405 0.398 0.129 1.146 0.338
H -0.835 2.286 -0.588 -0.620 0.504 0.255 0.342
H 1.075 1.164 -1.394 -0.169 -0.442 -0.157 0.286
H 0.037 -0.061 -2.207 0.225 -0.170 0.538 0.237
H -0.359 0.418 0.599 -0.207 0.527 1.241 0.219
H 2.210 0.093 0.296 0.607 1.118 -0.384 0.365
H 1.739 -1.401 -0.463 -0.475 0.279 0.659 0.272
H 1.709 -0.274 2.440 -0.524 -0.601 -0.133 0.323
H 1.987 -1.969 1.969 0.799 0.034 -0.111 0.373
H -0.561 -0.808 2.523 0.050 -1.797 -0.855 0.249
H -0.297 -2.343 1.637 -0.694 0.598 0.004 0.245
```
Forces are in eV/Å.